{"formula": "C21H27AsBN6O6STi", "method": "ωB97M-V with the def2-TZVPD basis set", "relative_energy_kj_mol": 48.3, "total_energy_ev": -138913.8268, "multiplicity": 3, "total_charge": -1, "e_homo_ha": [-0.114, -0.231], "species": ["Ti", "C", "C", "C", "C", "C", "N", "N", "B", "N", "N", "C", "C", "C", "C", "C", "N", "N", "C", "C", "C", "C", "C", "H", "H", "H", "H", "H", "H", "H", "H", "H", "H", "H", "H", "H", "H", "H", "H", "H", "H", "H", "H", "H", "H", "O", "As", "O", "O", "C", "C", "C", "C", "C", "C", "S", "O", "O", "O", "H", "H", "H", "H", "H"], "positions_angstrom": [[-0.620473, 0.266308, -0.149468], [2.241208, -2.056085, 0.751331], [2.585945, -0.702342, 0.222466], [3.846343, -0.132459, -0.009805], [3.586705, 1.134977, -0.498148], [4.550211, 2.196763, -0.913506], [2.252516, 1.287963, -0.556262], [1.637788, 0.156365, -0.109568], [1.434082, 2.572768, -0.928397], [0.704423, 3.033643, 0.348356], [0.178810, 2.075069, 1.159484], [0.143500, 2.572064, 2.386640], [-0.255999, 1.776088, 3.586577], [0.591223, 3.908267, 2.362158], [0.960414, 4.152929, 1.059444], [1.552575, 5.378987, 0.446190], [0.517092, 2.233175, -2.142794], [0.088449, 0.929513, -2.203604], [0.214188, 0.516914, -3.447971], [-0.041186, -0.887703, -3.882307], [0.676529, 1.587386, -4.251683], [0.872472, 2.635318, -3.395582], [1.376073, 4.012596, -3.669418], [3.146019, -2.629507, 0.952688], [1.633830, -2.612137, 0.036370], [1.669322, -1.981057, 1.677306], [4.813328, -0.583385, 0.150319], [5.568439, 1.825477, -0.799979], [4.442674, 3.096007, -0.304386], [4.402819, 2.484657, -1.956039], [2.204471, 3.433217, -1.252269], [-0.067933, 0.718478, 3.418561], [-1.316897, 1.881385, 3.802057], [0.320743, 2.112412, 4.450167], [0.654059, 4.588500, 3.198154], [1.386479, 6.236735, 1.097582], [1.101088, 5.591248, -0.524206], [2.628801, 5.273310, 0.291376], [0.004075, -1.559831, -3.029354], [0.715080, -1.176954, -4.616590], [-1.036091, -0.986490, -4.312635], [0.826484, 1.576565, -5.320353], [1.251719, 4.252748, -4.724880], [2.434253, 4.110530, -3.418751], [0.826800, 4.749388, -3.080702], [-4.394092, -1.480522, -1.228954], [-3.031127, -0.659576, -1.926534], [-3.079773, -0.764045, -3.548365], [-1.654664, -1.192813, -1.078062], [-2.994219, 1.175610, -1.328293], [-3.120650, 2.120083, -2.345754], [-2.959523, 3.469522, -2.105164], [-2.683307, 3.897453, -0.805944], [-2.573140, 2.987284, 0.217917], [-2.650905, 1.594853, -0.012927], [-2.988416, 0.599512, 1.466819], [-3.216594, 1.521801, 2.549263], [-4.105093, -0.273685, 1.165611], [-1.709184, -0.159586, 1.625407], [-4.383727, -1.266164, -0.273413], [-3.320827, 1.752264, -3.345774], [-3.059036, 4.185975, -2.911207], [-2.582959, 4.954827, -0.588192], [-2.402465, 3.323210, 1.231875]], "atomic_forces_ev_per_a": [[0.670, 0.075, -0.162], [0.026, -0.028, 0.002], [0.021, -0.055, -0.032], [0.103, -0.020, 0.018], [0.054, -0.056, -0.015], [0.029, 0.010, -0.009], [-0.124, 0.063, 0.049], [-0.016, 0.066, 0.010], [0.083, -0.038, -0.007], [0.007, -0.048, 0.068], [0.105, -0.124, -0.128], [-0.135, 0.071, -0.012], [-0.014, 0.022, -0.048], [0.068, 0.040, 0.158], [-0.082, 0.002, -0.066], [-0.013, 0.030, -0.018], [0.345, -0.071, -0.093], [0.160, 0.150, 0.211], [-0.122, 0.028, -0.125], [0.048, 0.073, -0.011], [-0.052, -0.089, -0.139], [-0.111, 0.050, 0.094], [-0.005, 0.037, -0.014], [-0.009, 0.012, -0.003], [-0.019, 0.006, -0.016], [-0.013, 0.021, 0.005], [-0.039, 0.028, -0.002], [-0.013, 0.003, -0.003], [-0.003, -0.014, -0.007], [-0.005, -0.007, 0.021], [-0.069, -0.024, 0.015], [-0.001, -0.017, -0.014], [-0.041, 0.016, 0.001], [-0.006, -0.001, -0.016], [0.017, -0.037, -0.046], [-0.001, -0.022, 0.016], [0.016, -0.005, 0.035], [-0.021, -0.015, -0.007], [-0.005, -0.021, 0.050], [-0.041, 0.011, 0.025], [-0.033, -0.011, -0.036], [0.015, -0.006, 0.049], [-0.003, -0.020, -0.006], [-0.009, 0.008, 0.005], [0.024, -0.020, -0.021], [-0.112, -0.072, -0.106], [0.446, -0.263, 0.575], [-0.146, 0.012, -0.088], [-0.151, -0.326, -0.416], [0.050, 0.219, 0.181], [0.146, -0.088, -0.133], [0.040, 0.035, 0.159], [0.001, 0.087, -0.125], [0.295, -0.203, 0.147], [-1.456, 0.666, -0.170], [0.624, -0.369, -0.008], [-0.077, 0.082, 0.004], [-0.044, 0.062, 0.003], [-0.303, 0.101, 0.222], [-0.029, 0.012, -0.011], [-0.028, 0.002, 0.005], [-0.002, -0.013, -0.001], [0.009, -0.027, -0.002], [-0.048, 0.010, -0.009]]}